C60H102BF6N18O10P | ωB97M-V/def2-TZVPD

```
! RIJCOSX wB97M-V def2-TZVPD def2/J DEFGRID3
* xyz 6 1
O 3.1833 -2.3147 0.6186
C 2.3444 -1.4094 0.8240
O 1.8595 -0.4647 -0.0498
B 0.7439 0.2233 0.5804
O 0.7232 -0.2410 1.9638
C 1.4424 -1.2925 2.1424
O 1.3904 -2.0050 3.1786
O -0.5328 -0.1096 -0.0658
C -1.1919 0.9539 -0.2504
O -2.3782 1.0171 -0.5706
C -0.2738 2.2054 0.1146
O 0.8906 1.7074 0.4628
O -0.4963 3.4527 -0.0063
C 5.9700 -1.8281 -0.8887
C 6.2783 -3.2709 -1.0684
N 5.7541 -3.8089 -2.3242
C 6.6214 -4.3135 -3.2868
C 5.7033 -4.9267 -4.1746
N 4.3809 -4.5268 -3.8290
C 4.4022 -3.8631 -2.6492
C 3.2872 -4.6499 -4.7339
H 6.5777 -1.1423 -1.4790
H 6.1966 -1.4840 0.1204
H 5.0168 -1.3749 -1.1609
H 5.5948 -3.6714 -0.3197
H 7.2820 -3.5894 -0.7868
H 7.6957 -4.2057 -3.2604
H 5.8834 -5.5654 -5.0266
H 3.6178 -3.4198 -2.0538
H 2.6121 -3.7942 -4.7234
H 2.6104 -5.4563 -4.4512
H 3.5385 -4.9269 -5.7577
C 4.0019 -6.9618 -0.5478
C 2.6111 -6.7422 0.1404
N 2.6309 -6.1754 1.4411
C 1.8192 -6.6108 2.4927
C 2.1377 -5.8601 3.6160
N 2.9803 -4.8703 3.2071
C 3.3354 -5.0886 1.8462
C 3.4402 -3.7621 3.9855
H 4.4985 -6.0349 -0.8348
H 3.8680 -7.6216 -1.4051
H 4.6890 -7.4525 0.1416
H 2.0284 -7.6633 0.1339
H 2.0024 -6.0674 -0.4615
H 1.1138 -7.3975 2.2692
H 1.7156 -5.7917 4.6077
H 4.0916 -4.5907 1.2575
H 4.3415 -4.0150 4.5439
H 2.6353 -3.5083 4.6754
H 3.5860 -2.8326 3.4352
C -1.2753 7.5801 -2.1515
C -0.2619 7.4543 -1.0584
N -0.9134 7.7534 0.1659
C -1.5266 6.8603 1.0118
C -2.0856 7.5246 2.0676
N -1.9509 8.9338 1.8005
C -1.1127 9.0344 0.7191
C -2.3793 9.9224 2.7550
H -1.6100 8.6134 -2.2431
H -2.1147 6.9043 -1.9885
H -0.9739 7.4916 -3.1952
H 0.4962 8.2247 -1.1989
H 0.1982 6.4678 -1.1163
H -1.5142 5.8038 0.7878
H -2.6856 7.1901 2.9011
H -0.8488 10.0508 0.4666
H -1.8099 10.8508 2.7998
H -2.4566 9.4772 3.7469
H -3.3708 10.2902 2.4908
C -0.3855 -3.8104 -0.6223
C -1.1791 -4.3983 0.5870
N -1.8293 -3.3737 1.3601
C -2.1710 -3.3336 2.6964
C -2.8544 -2.2407 3.0600
N -3.1316 -1.6337 1.8931
C -2.5833 -2.3595 0.8519
C -3.9822 -0.4779 1.7935
H 0.3318 -3.0132 -0.4274
H -1.1135 -3.4798 -1.3631
H 0.1590 -4.6050 -1.1324
H -0.5209 -4.8394 1.3355
H -1.8229 -5.2144 0.2589
H -1.7191 -4.1242 3.2770
H -3.2747 -1.7927 3.9483
H -2.5979 -2.0083 -0.1693
H -4.5980 -0.3928 2.6888
H -4.6216 -0.4951 0.9108
H -3.3045 0.3747 1.7497
C 0.1791 -3.4415 6.3386
C -0.9399 -4.2871 6.9142
N -2.3352 -3.6768 6.9668
C -3.3838 -4.0767 6.2186
C -4.5373 -3.3805 6.5789
N -4.1620 -2.5840 7.6010
C -2.7264 -2.7231 7.8379
C -4.9205 -1.6868 8.3878
H 0.0886 -3.2247 5.2742
H 1.1404 -3.8754 6.6140
H 0.2083 -2.4873 6.8646
H -0.6215 -4.4270 7.9472
H -1.0125 -5.2830 6.4773
H -3.2496 -4.7952 5.4235
H -5.5728 -3.4491 6.2795
H -2.1199 -2.3380 8.6443
H -4.6710 -0.6283 8.3155
H -5.1940 -1.8412 9.4316
H -5.9388 -1.6078 8.0071
C -8.5195 3.6602 -4.7659
C -7.9519 4.8722 -4.0240
N -6.5794 4.6133 -3.6024
C -5.5379 4.1528 -4.3436
C -4.3478 4.0342 -3.6035
N -4.7717 4.0823 -2.2874
C -6.1352 4.4524 -2.3176
C -3.8580 3.8695 -1.1950
H -8.4061 2.7918 -4.1169
H -7.8498 3.4441 -5.5983
H -9.5738 3.5302 -5.0099
H -8.5017 5.2921 -3.1817
H -7.8925 5.6625 -4.7723
H -5.6274 3.8391 -5.3732
H -3.2864 3.9154 -3.7644
H -6.6857 4.5459 -1.3931
H -4.4798 3.5271 -0.3678
H -3.3910 4.7529 -0.7595
H -3.1421 3.1335 -1.5607
C 4.4110 1.2944 3.5013
C 3.4940 2.0294 2.4213
N 3.0224 3.2836 2.9197
C 3.8876 4.3955 3.0778
C 3.2303 5.4818 3.5966
N 1.8899 5.0682 3.7385
C 1.8106 3.7094 3.3007
C 0.7046 5.9124 4.0925
H 4.0382 1.3097 4.5254
H 5.3644 1.8141 3.5976
H 4.5552 0.2708 3.1556
H 2.5358 1.5436 2.2371
H 3.8489 2.0918 1.3925
H 4.9481 4.3842 2.8738
H 3.6356 6.4736 3.7325
H 0.9278 3.0947 3.3972
H 0.3040 6.3174 3.1632
H 0.8407 6.5863 4.9384
H -0.2053 5.3317 4.2441
C -3.8615 0.3589 -2.9676
C -3.7930 0.5423 -4.5251
N -4.1379 -0.6790 -5.2606
C -5.4299 -0.9597 -5.8313
C -5.3389 -2.1380 -6.5560
N -4.1236 -2.7174 -6.2161
C -3.4231 -1.7777 -5.5034
C -3.6008 -4.0131 -6.6655
H -4.5733 -0.3658 -2.5723
H -3.9953 1.2954 -2.4261
H -2.9343 -0.0258 -2.5429
H -2.7690 0.8270 -4.7669
H -4.5028 1.2894 -4.8803
H -6.3276 -0.3739 -5.6999
H -5.9958 -2.7675 -7.1379
H -2.4012 -1.8850 -5.1709
H -2.6648 -3.9073 -7.2140
H -4.4110 -4.4341 -7.2608
H -3.3132 -4.6153 -5.8037
C 3.0307 2.1369 -2.7500
C 3.9578 0.9914 -2.2797
N 4.9050 0.5784 -3.2482
C 6.1079 1.2374 -3.6349
C 6.5667 0.6057 -4.8465
N 5.6904 -0.4806 -5.0558
C 4.6800 -0.4830 -4.0757
C 5.7668 -1.6831 -5.9152
H 2.2332 2.2739 -2.0197
H 2.5508 1.9705 -3.7145
H 3.5441 3.0984 -2.7572
H 3.2795 0.1710 -2.0453
H 4.3993 0.9493 -1.2840
H 6.4497 2.0884 -3.0645
H 7.4603 0.5776 -5.4523
H 3.8031 -1.1083 -3.9954
H 6.6738 -2.2559 -5.7221
H 5.9141 -1.2409 -6.9005
H 4.8739 -2.3030 -5.9954
C 0.0379 -0.4753 -3.5205
C 1.2804 -1.2054 -3.9270
O 1.7042 -2.0635 -3.1399
O 1.7871 -1.0524 -5.0670
H -0.6538 -0.2185 -4.3229
H 0.1916 0.4636 -2.9886
H -0.4638 -1.0885 -2.7720
P 0.0351 1.1118 5.4901
F -0.6748 -0.2318 4.9736
F -1.3910 1.4535 6.1726
F 0.5137 0.4211 6.8848
F 0.6820 2.5521 5.9735
F 1.3927 0.7775 4.6913
F -0.5290 1.9592 4.2280
*
```

Largest force on an atom: 5.53 eV/A
Gap between HOMO and LUMO: 7.73 eV
LUMO energy: -10.378 eV